ORCA calculation (wB97M-V/def2-TZVPD) on a molecular structure, C35H26BiCl2N8O2.

Its electronic energy is -83611.893 eV. For the HOMO-LUMO gap, the calculation gives 6.9 eV. For the HOMO energy, the calculation gives -10.19 eV.

Structure (ORCA input):
```
! wB97M-V def2-TZVPD RIJCOSX def2/J DEFGRID3
* xyz 1 1
Bi 0.284 1.144 -1.544
C 3.590 3.863 0.102
C 4.382 4.161 -1.003
C 4.036 3.668 -2.239
C 2.926 2.837 -2.378
N 2.160 2.556 -1.293
C 2.480 3.080 -0.090
N 2.621 2.379 -3.662
C 2.308 1.144 -3.815
N 2.176 0.273 -2.757
C 1.716 -0.922 -3.220
N 1.400 -1.909 -2.441
C 1.545 -1.756 -1.066
C 1.846 -2.900 -0.316
C 1.943 -2.833 1.053
C 1.739 -1.614 1.699
C 1.428 -0.524 0.932
N 1.335 -0.583 -0.414
C 1.590 -0.861 -4.699
C 1.161 -1.780 -5.634
C 1.114 -1.371 -6.964
C 1.484 -0.082 -7.335
C 1.912 0.845 -6.388
C 1.957 0.434 -5.071
H 3.816 4.249 1.085
H 5.255 4.793 -0.894
H 4.607 3.894 -3.129
H 1.788 2.865 0.714
H 1.994 -3.821 -0.864
H 2.165 -3.724 1.627
H 1.809 -1.520 2.775
H 1.218 0.442 1.377
H 0.874 -2.782 -5.341
H 0.784 -2.068 -7.724
H 1.434 0.205 -8.378
H 2.200 1.852 -6.665
C -0.357 -5.007 5.236
O -0.274 -3.588 5.161
C -1.401 -2.918 4.836
C -2.632 -3.523 4.621
C -3.733 -2.738 4.300
C -3.614 -1.369 4.138
C -2.379 -0.761 4.400
C -1.289 -1.527 4.753
N -4.831 -0.674 3.805
N -4.863 0.304 3.038
C -3.714 0.726 2.292
C -3.236 1.994 2.466
C -2.078 2.442 1.804
C -1.432 1.649 0.894
O -0.256 2.027 0.338
C -2.021 0.390 0.574
N -1.448 -0.327 -0.434
C -1.877 -1.538 -0.708
C -2.953 -2.120 -0.018
C -3.587 -1.397 0.953
C -3.130 -0.102 1.293
H 0.650 -5.359 5.425
H -0.721 -5.430 4.298
H -1.008 -5.321 6.053
H -2.753 -4.592 4.724
H -4.705 -3.195 4.156
H -2.283 0.315 4.364
H -0.334 -1.070 4.986
H -3.730 2.637 3.186
H -1.660 3.416 2.033
H -1.383 -2.066 -1.519
H -3.278 -3.119 -0.277
H -4.443 -1.814 1.464
Cl -0.418 4.479 -2.374
C -0.174 6.105 -1.700
Cl 1.529 6.467 -1.431
H -0.695 6.156 -0.755
H -0.567 6.813 -2.415
*
```



ORCA calculation (wB97M-V/def2-TZVPD) on a molecular structure, C35H26I2MnN10O5S at a distorted geometry.

Its expectation value of S² is 6.063. Its electronic energy is -120202.887 eV. For the HOMO-LUMO gap (alpha / beta), the calculation gives 4.1 / 4.9 eV. For the HOMO energy (alpha / beta), the calculation gives -9.93 / -9.94 eV.

Structure (ORCA input):
```
! wB97M-V def2-TZVPD RIJCOSX def2/J DEFGRID3
* xyz 1 5
Mn 1.354 -1.580 -0.478
I 2.060 -5.953 2.020
C 3.365 -4.923 0.753
C 4.651 -5.400 0.457
C 5.496 -4.708 -0.375
I 7.442 -5.436 -0.673
C 5.061 -3.520 -1.010
C 5.772 -2.771 -1.966
C 5.191 -1.663 -2.540
C 3.908 -1.277 -2.155
N 3.208 -1.934 -1.241
C 3.768 -3.055 -0.688
C 2.919 -3.732 0.214
O 1.735 -3.184 0.436
H 4.971 -6.337 0.891
H 6.766 -3.085 -2.256
H 5.716 -1.083 -3.284
H 3.435 -0.415 -2.609
C 3.235 3.708 -0.784
N 2.746 2.391 -0.422
C 2.069 1.524 -1.166
N 1.721 0.485 -0.416
C 2.241 0.792 0.819
N 2.864 1.935 0.835
C 2.241 4.812 -0.469
C 2.625 6.130 -0.686
C 1.767 7.169 -0.361
C 0.523 6.907 0.189
C 0.130 5.590 0.398
C 0.990 4.543 0.061
C -1.157 5.303 1.010
N -1.991 6.132 1.547
N -3.030 5.397 2.038
C -2.779 4.154 1.775
O -1.597 4.022 1.116
C -3.575 2.985 2.111
C -4.601 3.093 3.047
C -5.328 1.966 3.384
C -5.055 0.745 2.784
C -4.055 0.637 1.826
C -3.858 -0.673 1.096
N -2.465 -1.094 1.040
C -1.517 -0.727 0.194
N -0.395 -1.385 0.498
C -0.745 -2.159 1.578
N -1.983 -1.985 1.926
C -3.307 1.761 1.504
H 3.493 3.703 -1.843
H 4.142 3.877 -0.206
H 1.827 1.670 -2.207
H 2.143 0.176 1.700
H 3.603 6.345 -1.100
H 2.083 8.190 -0.526
H -0.149 7.706 0.470
H 0.662 3.531 0.256
H -4.804 4.054 3.499
H -6.115 2.033 4.123
H -5.630 -0.131 3.057
H -4.229 -0.596 0.074
H -4.401 -1.488 1.565
H -1.652 -0.048 -0.630
H -0.080 -2.849 2.070
H -2.512 1.708 0.770
N 0.352 -2.335 -2.476
C -0.949 -2.799 -2.047
C -2.084 -2.170 -2.537
C -3.321 -2.454 -1.975
C -3.389 -3.367 -0.939
C -2.276 -4.054 -0.489
C -1.044 -3.781 -1.069
S -4.962 -3.454 -0.002
O -4.935 -4.720 0.683
O -5.989 -3.275 -0.999
O -4.766 -2.293 0.868
H 0.965 -3.100 -2.745
H 0.248 -1.716 -3.271
H -2.005 -1.430 -3.329
H -4.230 -1.977 -2.317
H -2.374 -4.768 0.317
H -0.153 -4.288 -0.715
*
```



ORCA calculation (wB97M-V/def2-TZVPD) on a molecular structure, C35H27F6N2O6RhS2.

Its expectation value of S² is 6.013. Its electronic energy is -92979.099 eV. For the HOMO-LUMO gap (alpha / beta), the calculation gives 9.3 / 7.0 eV. For the HOMO energy (alpha / beta), the calculation gives -9.09 / -9.14 eV.

Structure (ORCA input):
```
! wB97M-V def2-TZVPD RIJCOSX def2/J DEFGRID3
* xyz 0 5
Rh 0.407 -0.223 -0.227
O -0.861 -1.592 -0.551
C -2.241 -1.806 -0.775
C -3.029 -0.748 0.018
C -2.788 0.645 -0.476
C -3.657 1.257 -1.370
C -3.412 2.561 -1.755
C -2.331 3.229 -1.204
C -1.499 2.552 -0.324
C -0.339 3.236 0.332
C 1.014 2.829 -0.276
O 1.212 1.463 0.043
C 0.976 3.078 -1.783
C 0.923 4.401 -2.222
C 0.785 4.702 -3.565
C 0.712 3.680 -4.504
C 0.796 2.365 -4.082
C 0.928 2.067 -2.730
C 2.179 3.601 0.345
C 3.461 3.318 -0.119
C 4.561 3.969 0.407
C 4.396 4.921 1.405
C 3.126 5.209 1.874
C 2.021 4.548 1.349
N -1.703 1.267 -0.001
C -2.553 -3.219 -0.282
C -1.883 -4.278 -0.890
C -2.101 -5.581 -0.483
C -3.006 -5.848 0.537
C -3.685 -4.804 1.139
C -3.458 -3.494 0.733
C -2.565 -1.675 -2.262
C -3.782 -2.160 -2.737
C -4.139 -1.992 -4.064
C -3.278 -1.347 -4.943
C -2.063 -0.871 -4.479
C -1.711 -1.033 -3.146
H -2.721 -0.811 1.062
H -4.095 -0.967 -0.053
H -4.503 0.705 -1.754
H -4.065 3.059 -2.459
H -2.122 4.260 -1.448
H -0.323 2.967 1.390
H -0.467 4.314 0.242
H 1.001 5.206 -1.499
H 0.747 5.735 -3.882
H 0.607 3.912 -5.555
H 0.776 1.560 -4.805
H 1.044 1.032 -2.440
H 3.593 2.570 -0.886
H 5.550 3.732 0.040
H 5.255 5.432 1.818
H 2.988 5.944 2.656
H 1.042 4.786 1.739
H -1.191 -4.070 -1.692
H -1.565 -6.389 -0.961
H -3.177 -6.866 0.861
H -4.393 -5.002 1.933
H -3.994 -2.698 1.231
H -4.452 -2.679 -2.062
H -5.088 -2.375 -4.417
H -3.550 -1.227 -5.982
H -1.380 -0.375 -5.156
H -0.758 -0.654 -2.801
F 5.871 -1.880 -2.015
C 4.661 -1.521 -2.419
F 4.771 -0.511 -3.285
F 4.078 -2.548 -3.030
S 3.648 -0.943 -0.989
O 2.295 -0.863 -1.558
O 4.262 0.266 -0.554
N 3.828 -2.145 0.020
S 2.564 -2.771 0.715
O 1.556 -1.744 1.022
O 2.924 -3.632 1.787
C 1.900 -3.987 -0.553
F 1.289 -4.976 0.095
F 1.056 -3.464 -1.432
F 2.938 -4.492 -1.221
*
```



ORCA calculation (wB97M-V/def2-TZVPD) on a molecular structure, C35H27FMnN5P.

Its expectation value of S² is 6.065. Its electronic energy is -87509.042 eV. For the HOMO-LUMO gap (alpha / beta), the calculation gives 6.2 / 7.0 eV. For the HOMO energy (alpha / beta), the calculation gives -9.80 / -10.03 eV.

Structure (ORCA input):
```
! wB97M-V def2-TZVPD RIJCOSX def2/J DEFGRID3
* xyz 1 5
Mn 0.597 -1.253 0.797
C -2.397 -0.219 4.075
C -1.324 -0.059 3.178
N -1.194 -0.778 2.093
C -2.130 -1.726 1.811
C -3.214 -1.984 2.658
C -3.332 -1.180 3.815
C -4.100 -3.045 2.341
C -3.852 -3.805 1.237
C -2.762 -3.532 0.374
C -1.929 -2.472 0.617
N -0.849 -2.041 -0.155
C -0.664 -2.322 -1.498
C -1.598 -2.760 -2.407
C -1.245 -2.981 -3.758
C 0.020 -2.770 -4.219
C 0.994 -2.264 -3.322
C 2.319 -1.961 -3.695
C 3.185 -1.428 -2.781
C 2.724 -1.167 -1.483
N 1.495 -1.439 -1.100
C 0.633 -2.022 -1.989
H -2.455 0.404 4.956
H -0.549 0.677 3.365
H -4.162 -1.343 4.491
H -4.940 -3.252 2.990
H -4.497 -4.643 1.005
H -2.585 -4.187 -0.466
H -2.622 -2.915 -2.104
H -2.011 -3.338 -4.435
H 0.292 -2.974 -5.246
H 2.639 -2.156 -4.712
H 4.208 -1.190 -3.037
H 3.383 -0.708 -0.760
N 2.053 1.646 0.311
P 0.348 1.698 0.597
C 0.061 3.478 0.791
C 0.220 4.371 -0.271
C 0.034 5.729 -0.068
C -0.328 6.201 1.190
C -0.501 5.317 2.244
C -0.303 3.957 2.045
C -0.362 1.352 -1.042
C -1.735 1.107 -1.080
C -2.357 0.797 -2.279
C -1.610 0.716 -3.448
C -0.244 0.954 -3.417
C 0.379 1.273 -2.217
C 2.854 0.823 1.082
C 4.167 1.198 1.381
C 4.954 0.358 2.130
C 4.431 -0.849 2.592
C 3.140 -1.166 2.256
N 2.360 -0.360 1.496
H 2.507 2.504 0.031
H 0.461 4.006 -1.263
H 0.157 6.420 -0.892
H -0.483 7.260 1.343
H -0.790 5.684 3.220
H -0.433 3.267 2.871
H -2.320 1.145 -0.166
H -3.423 0.607 -2.301
H -2.093 0.462 -4.383
H 0.339 0.891 -4.328
H 1.449 1.443 -2.194
H 4.537 2.151 1.027
H 5.970 0.643 2.368
H 5.013 -1.530 3.195
H 2.663 -2.086 2.564
F 0.808 -2.635 1.978
*
```



ORCA calculation (wB97M-V/def2-TZVPD) on a molecular structure, C35H28AsBrCl2F6N5O4Ti at a distorted geometry.

Its expectation value of S² is 0.775. Its electronic energy is -247729.678 eV. For the HOMO-LUMO gap (alpha / beta), the calculation gives 6.9 / 5.2 eV. For the HOMO energy (alpha / beta), the calculation gives -13.93 / -13.99 eV.

Structure (ORCA input):
```
! wB97M-V def2-TZVPD RIJCOSX def2/J DEFGRID3
* xyz 2 2
Ti 0.267 0.986 -1.103
Br 7.124 -1.474 -2.449
C 5.401 -0.727 -2.379
C 4.630 -0.659 -3.542
C 3.354 -0.126 -3.520
C 2.848 0.327 -2.307
O 1.611 0.837 -2.245
C 3.613 0.289 -1.133
C 3.119 0.858 0.083
N 1.902 1.231 0.301
C 1.585 1.819 1.548
C 2.268 1.677 2.729
C 1.861 2.414 3.858
C 0.808 3.285 3.788
C 0.071 3.417 2.589
C -1.014 4.305 2.418
C -1.660 4.339 1.215
C -1.277 3.452 0.197
N -0.265 2.605 0.311
C 0.442 2.634 1.482
C 4.912 -0.235 -1.187
H 5.046 -1.014 -4.475
H 2.759 -0.038 -4.419
H 3.859 1.016 0.865
H 3.114 1.009 2.819
H 2.409 2.299 4.783
H 0.528 3.880 4.647
H -1.310 4.955 3.232
H -2.481 5.015 1.028
H -1.831 3.434 -0.727
H 5.524 -0.261 -0.295
Cl 2.615 -3.143 0.035
C 1.572 -2.992 -1.294
C 1.480 -3.977 -2.264
C 0.611 -3.853 -3.342
Cl 0.519 -5.113 -4.471
C -0.194 -2.677 -3.530
C -1.077 -2.431 -4.597
C -1.741 -1.230 -4.633
C -1.512 -0.267 -3.640
N -0.686 -0.487 -2.629
C -0.067 -1.676 -2.571
C 0.760 -1.827 -1.397
O 0.719 -0.886 -0.554
H 2.090 -4.866 -2.180
H -1.225 -3.172 -5.370
H -2.432 -1.002 -5.432
H -1.996 0.698 -3.678
N -1.140 -0.123 5.709
C -1.311 -1.464 5.570
O -1.623 -2.179 6.494
C -1.116 -2.046 4.194
C -1.550 -3.351 3.986
C -1.368 -3.921 2.738
C -0.764 -3.160 1.749
N -0.341 -1.911 1.923
C -0.510 -1.386 3.133
H -1.258 0.266 6.629
H -0.888 0.481 4.951
H -2.007 -3.885 4.808
H -1.680 -4.935 2.534
H -0.620 -3.588 0.759
H -0.115 -0.380 3.260
C -3.589 -1.231 0.572
C -3.457 -0.153 1.659
C -2.489 0.865 1.070
O -1.741 0.182 0.032
C -2.667 -0.767 -0.550
H -4.612 -1.332 0.215
H -3.271 -2.200 0.950
H -3.063 -0.576 2.580
H -4.411 0.316 1.889
H -1.770 1.234 1.798
H -3.024 1.708 0.626
H -2.083 -1.589 -0.956
H -3.212 -0.273 -1.360
F -1.117 2.039 -2.111
As -0.377 3.370 -3.492
F 0.238 1.929 -4.207
F 0.872 3.330 -2.277
F 0.398 4.375 -4.586
F -1.123 4.598 -2.561
F -1.861 3.111 -4.290
*
```



ORCA calculation (wB97M-V/def2-TZVPD) on a molecular structure, C35H28BF3MnN5O3 at a distorted geometry.

Its expectation value of S² is 0.836. Its electronic energy is -90495.757 eV. For the HOMO-LUMO gap (alpha / beta), the calculation gives 4.1 / 4.7 eV. For the HOMO energy (alpha / beta), the calculation gives -1.69 / -2.24 eV.

Structure (ORCA input):
```
! wB97M-V def2-TZVPD RIJCOSX def2/J DEFGRID3
* xyz -1 2
Mn 1.303 1.014 -0.335
C -3.621 -4.956 -1.551
C -4.076 -3.909 -0.531
C -4.405 -4.622 0.781
C -4.878 -3.621 1.820
C -3.802 -2.587 1.998
C -3.648 -1.960 3.233
C -2.642 -1.028 3.404
F -2.525 -0.421 4.622
C -1.756 -0.717 2.398
C -1.873 -1.363 1.155
C -0.886 -1.117 0.141
O 0.141 -0.404 0.404
C -1.134 -1.684 -1.158
C -2.269 -2.479 -1.343
N -3.064 -2.885 -0.299
C -2.929 -2.296 0.942
C -0.301 -1.455 -2.279
O -0.506 -1.711 -3.459
O 1.046 -0.919 -1.968
H -4.297 -5.808 -1.516
H -2.619 -5.295 -1.304
H -3.620 -4.572 -2.566
H -4.992 -3.421 -0.905
H -3.502 -5.117 1.145
H -5.164 -5.386 0.600
H -5.076 -4.126 2.770
H -5.817 -3.160 1.491
H -4.305 -2.200 4.055
H -0.968 0.006 2.544
H -2.497 -2.835 -2.329
C 3.700 -1.364 2.305
C 3.707 -0.608 3.493
C 3.004 0.572 3.525
C 2.323 1.028 2.390
N 2.397 0.314 1.213
C 3.033 -0.855 1.216
C 1.509 2.210 2.291
C 1.230 3.058 3.372
C 0.415 4.157 3.209
C -0.125 4.437 1.963
C 0.148 3.603 0.881
C 0.946 2.469 1.000
H 4.199 -2.320 2.251
H 4.244 -0.964 4.360
H 2.972 1.154 4.433
H 3.017 -1.408 0.283
H 1.644 2.842 4.347
H 0.192 4.796 4.055
H -0.767 5.300 1.835
H -0.289 3.853 -0.081
N 1.888 3.010 -2.963
C 0.617 2.486 -2.909
C -0.191 2.750 -4.017
C -1.496 2.297 -4.058
C -1.970 1.609 -2.938
C -1.133 1.415 -1.867
N 0.163 1.819 -1.813
C 3.031 2.824 -2.218
C 4.148 3.547 -2.625
C 5.365 3.387 -1.987
C 5.403 2.471 -0.923
C 4.266 1.802 -0.568
N 3.051 1.942 -1.172
H 2.032 3.612 -3.762
H 0.228 3.308 -4.844
H -2.126 2.504 -4.909
H -2.981 1.238 -2.907
H -1.521 0.984 -0.954
H 4.057 4.230 -3.460
H 6.243 3.929 -2.302
H 6.327 2.290 -0.396
H 4.304 1.098 0.250
F 3.325 -1.162 -2.203
B 2.090 -1.666 -2.237
F 2.064 -2.968 -2.521
*
```